[1]
Here is a cluster of 4 separate species, CH10NO4 in total from the Open Molecules 2025 dataset. Energies are from wB97M-V/def2-TZVPD.

The net charge is -1. The gap between HOMO and LUMO is 7.90 eV. The spin multiplicity is 1.

```
16
CH10NO4, DFT wB97M-V/def2-TZVPD
O -0.686 -1.973 -0.975
H 1.867 -0.262 -0.605
O -0.595 0.489 0.014
C 0.299 1.156 -0.744
H -1.335 1.672 0.939
N 1.399 0.323 -1.285
H 2.086 0.935 -1.710
H -0.183 1.778 -1.525
H -0.686 -1.016 -0.669
H -1.538 1.828 2.438
H 0.769 2.040 -0.230
H 0.486 -2.332 0.670
O 1.307 -2.063 1.101
O -1.813 2.237 1.619
H 1.038 -1.307 1.635
H 0.057 -1.992 -1.588
```

---

[2]
Here is a cluster of 4 separate species, CH10NO4 in total from the Open Molecules 2025 dataset. Energies are from wB97M-V/def2-TZVPD.

The net charge is -1. The gap between HOMO and LUMO is 8.40 eV. The spin multiplicity is 1.

```
16
CH10NO4, DFT wB97M-V/def2-TZVPD
H -1.425 1.609 0.211
H 0.032 0.498 1.692
H -1.410 1.514 -2.641
N -1.846 1.220 -1.777
H -2.235 0.325 -2.057
H 0.789 0.317 -0.891
C -0.974 1.009 -0.593
O 0.344 -2.776 0.672
O 0.422 0.966 2.438
O 0.359 1.232 -0.833
H -1.163 -0.039 -0.278
O 1.788 -0.830 -0.366
H 1.370 0.899 2.263
H 0.761 -2.887 1.520
H 1.028 -2.285 0.128
H 2.158 -0.771 0.513
```

---

[3]
Here is a cluster of 4 separate species, CH10O3S in total from the Open Molecules 2025 dataset. Energies are from wB97M-V/def2-TZVPD.

The structure (SMILES) is CS.O.O.O. The gap between HOMO and LUMO is 9.94 eV. The spin multiplicity is 1.

```
15
CH10O3S, DFT wB97M-V/def2-TZVPD
O -0.007 -0.604 -2.235
H -0.573 0.901 1.670
H 0.557 -3.366 -0.467
C 0.253 1.456 1.246
H 0.893 2.275 -0.946
H -0.245 -0.088 -1.359
H 1.013 0.615 1.028
O 0.741 -2.426 -0.358
S -0.313 2.213 -0.374
O -0.476 -1.848 2.187
H -0.860 -2.692 2.423
H -0.078 -2.049 1.324
H -0.884 -0.910 -2.572
H 0.909 -1.976 -1.216
H 0.701 2.176 1.871
```

---

[4]
Here is a cluster of 5 separate species, CH10O5 in total from the Open Molecules 2025 dataset. Energies are from wB97M-V/def2-TZVPD.

The net charge is -1. Its expectation value of S² is 0.751. The gap between HOMO and LUMO (alpha / beta) is 2.55 / 9.43 eV. The spin multiplicity is 2.

```
16
CH10O5, DFT wB97M-V/def2-TZVPD
H 0.208 -0.702 -1.422
H 2.547 1.265 1.287
H -2.836 -3.827 0.962
O -1.418 0.035 -2.436
C -0.515 0.091 -1.589
H -0.186 -2.022 2.284
H 1.503 1.224 0.136
H 1.868 2.937 -2.511
H -0.348 1.044 -0.984
O -0.787 -1.380 2.539
H 2.193 3.523 -1.074
O 1.630 0.886 1.000
H -0.560 -0.594 2.023
H -1.988 -2.710 0.797
O 1.561 3.151 -1.604
O -2.871 -2.922 0.593
```

---

[5]
Here is a cluster of 5 separate species, CH10O5 in total from the Open Molecules 2025 dataset. Energies are from wB97M-V/def2-TZVPD.

The structure (SMILES) is C=O.O.O.O.O. The gap between HOMO and LUMO is 10.27 eV. The spin multiplicity is 1.

```
16
CH10O5, DFT wB97M-V/def2-TZVPD
H 0.043 2.095 -2.221
H -1.056 1.180 -1.853
H 1.964 -0.357 -2.347
H 2.657 2.056 0.629
O -1.598 0.510 1.234
H 0.100 -2.703 0.453
O -0.280 1.638 -1.459
H -0.812 -2.009 2.082
H -1.054 0.047 0.533
O -1.689 -2.053 0.373
O 1.805 -0.360 -1.403
H 1.621 1.196 -0.083
O 1.831 1.646 0.756
H -0.843 0.947 1.643
C -0.718 -2.257 1.033
H 0.893 -0.254 -1.220
```

---

[6]
Here is a cluster of 5 separate species, CH10O6 in total from the Open Molecules 2025 dataset. Energies are from wB97M-V/def2-TZVPD.

The structure (SMILES) is O=CO.O.O.O.O. The gap between HOMO and LUMO is 11.35 eV. The spin multiplicity is 1.

```
17
CH10O6, DFT wB97M-V/def2-TZVPD
O -1.142 0.913 1.555
O 0.380 0.987 -1.986
C 0.121 2.048 -1.471
H -1.000 -0.037 1.420
H 0.494 -1.654 1.478
O 1.560 -0.528 0.471
H -0.288 -0.675 -1.908
H -1.683 1.111 2.300
H -0.372 -2.242 -2.049
H 1.796 0.309 0.066
O -0.379 -1.959 1.707
H -0.224 -2.779 2.180
H -0.055 2.928 -2.094
O -0.804 -1.454 -1.729
O 0.192 2.334 -0.193
H -0.127 1.774 0.558
H 1.532 -1.076 -0.305
```

---

[7]
Here is a cluster of 5 separate species, CH10O6 in total from the Open Molecules 2025 dataset. Energies are from wB97M-V/def2-TZVPD.

The structure (SMILES) is O=CO.O.O.O.O. The gap between HOMO and LUMO is 10.72 eV. The spin multiplicity is 1.

```
17
CH10O6, DFT wB97M-V/def2-TZVPD
O 1.763 -0.121 -2.405
H -1.665 -3.061 -0.067
O -0.896 2.536 2.205
H 1.507 -0.419 -3.321
H -0.290 2.206 -1.148
O -1.401 -2.201 0.240
H 0.327 0.040 0.944
O -0.340 2.109 -2.106
H 1.247 0.641 -2.309
H 0.541 -2.254 1.778
H -1.188 2.376 -2.463
H -1.551 -1.600 -0.472
O -0.345 0.770 0.779
C -0.536 1.351 2.049
H -0.026 0.868 2.888
O 0.954 -1.442 1.687
H 1.899 -1.800 1.722
```

---

[8]
Here is a structure of composition CH11ClO12STl from the Open Molecules 2025 dataset. Energies are from wB97M-V/def2-TZVPD.

The net charge is -1. The gap between HOMO and LUMO is 3.43 eV. The spin multiplicity is 1.

```
27
CH11ClO12STl, DFT wB97M-V/def2-TZVPD
H -1.722 -0.009 2.373
O 0.679 2.237 -1.073
O -0.469 -0.697 -0.886
H 1.108 -0.533 -0.306
Cl 3.112 -0.318 -1.938
H 0.501 0.486 -4.464
O -3.640 0.031 0.323
H -4.296 -0.005 1.020
O 0.917 1.887 1.338
H 4.764 -0.581 1.462
H -1.238 -2.878 -1.135
O -1.617 -3.318 -1.896
H 0.891 -0.151 -3.147
H -1.255 1.419 2.187
O 0.413 0.591 -3.516
O 0.519 4.060 0.498
O -1.166 2.381 0.342
O -1.104 -1.560 1.049
O 3.853 -0.363 1.262
H -2.967 -0.592 0.595
O -1.284 0.710 2.829
S 0.198 2.652 0.270
O 1.060 -0.903 0.578
C -0.211 -1.109 0.270
H 3.865 -0.107 0.340
H -2.555 -3.355 -1.710
Tl 1.645 0.025 3.335
```

---

- What is the formula in the eighth record?
  CH11ClO12STl